Record 1
{"formula": "C15H22ClO4Ti", "method": "ωB97M-V/def2-TZVPD", "symbols": ["Ti", "C", "C", "O", "C", "C", "O", "C", "C", "O", "C", "C", "O", "H", "H", "H", "H", "H", "H", "H", "H", "H", "H", "H", "H", "H", "H", "H", "H", "Cl", "C", "C", "C", "C", "C", "C", "C", "H", "H", "H", "H", "H", "H"], "positions_angstrom": [[0.251, -0.050, 0.724], [-0.858, 2.140, -0.892], [-2.010, 1.316, -0.314], [-1.538, -0.017, -0.144], [-1.836, -0.965, -1.168], [-1.127, -2.233, -0.682], [0.196, -1.875, -0.274], [1.184, -1.976, -1.306], [2.451, -1.370, -0.701], [2.165, -0.059, -0.228], [2.302, 0.993, -1.189], [1.552, 2.198, -0.609], [0.281, 1.753, -0.114], [-1.052, 3.215, -0.782], [-0.692, 1.901, -1.954], [-2.900, 1.350, -0.949], [-2.263, 1.678, 0.693], [-1.461, -0.622, -2.146], [-2.918, -1.131, -1.235], [-1.111, -3.023, -1.442], [-1.630, -2.605, 0.219], [0.861, -1.438, -2.213], [1.356, -3.026, -1.571], [3.287, -1.367, -1.408], [2.724, -1.952, 0.192], [1.874, 0.696, -2.158], [3.362, 1.239, -1.330], [1.429, 2.981, -1.363], [2.104, 2.618, 0.242], [1.785, 0.991, 2.424], [1.652, -0.734, 2.667], [2.766, -1.529, 2.892], [2.567, -2.870, 3.194], [1.280, -3.394, 3.250], [0.177, -2.598, 3.012], [0.328, -1.228, 2.741], [-0.769, -0.283, 2.493], [3.763, -1.113, 2.867], [3.414, -3.501, 3.414], [1.139, -4.426, 3.525], [-0.819, -3.005, 3.119], [-0.741, 0.588, 3.157], [-1.749, -0.768, 2.540]], "forces_ev_per_angstrom": [[0.54, -0.85, 0.94], [-1.06, 0.09, -0.38], [-0.13, 1.13, 0.10], [-0.88, 0.02, -0.76], [-0.02, -0.97, -0.42], [-1.03, -0.08, -0.04], [0.11, -0.04, -0.38], [1.01, -0.01, -0.42], [0.03, -1.02, -0.19], [0.16, 0.13, -0.24], [-0.09, 0.73, -0.22], [1.15, 0.16, -0.11], [-0.12, 0.77, -0.65], [0.09, -0.23, -0.03], [0.09, 0.09, 0.28], [0.14, -0.04, 0.09], [0.00, -0.13, -0.33], [-0.08, 0.00, 0.26], [0.21, 0.08, 0.02], [0.05, 0.18, 0.15], [0.14, 0.02, -0.25], [-0.01, -0.10, 0.26], [-0.09, 0.15, 0.10], [-0.16, 0.01, 0.10], [0.04, 0.16, -0.32], [0.06, -0.04, 0.20], [-0.21, -0.08, 0.01], [-0.07, -0.14, 0.13], [-0.21, -0.09, -0.26], [0.56, 0.55, 0.77], [-0.66, -0.59, 0.17], [0.31, -0.40, 0.06], [0.16, 0.51, -0.15], [-0.39, 0.09, -0.04], [0.28, -0.12, -0.07], [0.22, 0.29, 0.83], [-0.27, -0.13, 1.15], [0.00, 0.07, 0.02], [0.11, -0.01, -0.03], [-0.02, -0.16, 0.01], [-0.08, -0.01, -0.03], [-0.03, -0.15, -0.11], [0.17, 0.14, -0.24]], "mulliken_charge": [0.46, -0.52, -0.77, -0.26, -0.57, -0.70, 0.05, -0.49, -0.63, -0.17, -0.43, -0.76, -0.16, 0.40, 0.42, 0.50, 0.33, 0.36, 0.44, 0.50, 0.32, 0.35, 0.47, 0.55, 0.19, 0.35, 0.45, 0.52, 0.28, -0.19, 1.70, -0.90, -0.41, -0.78, -0.73, -0.21, -0.70, 0.51, 0.46, 0.46, 0.54, 0.33, 0.46], "lumo_ev": [-6.358, -5.993], "spin_multiplicity": 2, "homo_energy_ev": [-14.8, -14.9], "orbital_gap_ha": [0.309, 0.326], "charge": 2}

***

Record 2
{"formula": "C38H40BCl", "method": "ωB97M-V/def2-TZVPD", "symbols": ["Cl", "B", "C", "C", "C", "C", "C", "C", "C", "C", "H", "H", "H", "H", "H", "H", "H", "H", "H", "H", "C", "C", "C", "C", "C", "C", "H", "H", "H", "H", "H", "H", "C", "C", "C", "C", "C", "C", "H", "H", "H", "H", "H", "H", "C", "C", "C", "C", "C", "C", "H", "H", "H", "H", "H", "H", "C", "C", "C", "C", "C", "C", "H", "H", "H", "H", "H", "H", "C", "C", "C", "C", "C", "C", "H", "H", "H", "H", "H", "H"], "positions_angstrom": [[-1.420, -0.899, 0.995], [-2.132, 0.291, -0.242], [-3.368, -0.114, -1.251], [-3.100, -1.549, -1.990], [-1.627, -1.577, -2.606], [-0.756, -2.840, -2.267], [0.708, -2.887, -2.829], [1.285, -1.703, -3.686], [0.433, -0.437, -4.046], [-1.024, -0.419, -3.487], [-1.701, 1.391, -0.385], [-3.420, 0.653, -2.115], [-4.383, -0.089, -0.719], [-3.267, -2.338, -1.160], [-3.892, -1.697, -2.820], [-1.187, -3.693, -1.642], [1.308, -3.823, -2.585], [2.353, -1.743, -4.085], [0.834, 0.445, -4.653], [-1.731, 0.475, -3.666], [-1.629, 2.732, 5.150], [-1.327, 1.686, 4.283], [-1.813, 1.699, 2.979], [-2.595, 2.764, 2.539], [-2.894, 3.812, 3.405], [-2.415, 3.794, 4.712], [-1.252, 2.720, 6.168], [-0.712, 0.859, 4.624], [-1.582, 0.878, 2.305], [-2.971, 2.778, 1.521], [-3.502, 4.643, 3.062], [-2.653, 4.608, 5.388], [-0.484, 6.272, 2.873], [-0.390, 7.167, 1.812], [-0.277, 8.532, 2.059], [-0.249, 9.001, 3.369], [-0.339, 8.106, 4.431], [-0.461, 6.742, 4.183], [-0.575, 5.208, 2.680], [-0.406, 6.800, 0.791], [-0.211, 9.230, 1.231], [-0.156, 10.065, 3.562], [-0.315, 8.472, 5.452], [-0.536, 6.045, 5.011], [-0.874, -1.702, 8.727], [-0.571, -2.747, 7.860], [-1.057, -2.734, 6.556], [-1.839, -1.669, 6.116], [-2.138, -0.622, 6.982], [-1.659, -0.640, 8.288], [-0.497, -1.714, 9.744], [0.044, -3.574, 8.201], [-0.827, -3.552, 5.882], [-2.214, -1.656, 5.098], [-2.746, 0.209, 6.638], [-1.897, 0.174, 8.965], [4.992, 1.920, -7.879], [4.047, 1.888, -8.900], [2.854, 1.193, -8.723], [2.603, 0.537, -7.521], [3.547, 0.573, -6.500], [4.743, 1.261, -6.680], [5.923, 2.460, -8.019], [4.240, 2.404, -9.835], [2.121, 1.162, -9.522], [1.671, -0.001, -7.382], [3.350, 0.063, -5.562], [5.481, 1.284, -5.885], [2.696, -8.056, -1.612], [3.004, -9.103, -2.475], [2.515, -9.097, -3.778], [1.727, -8.040, -4.222], [1.422, -6.991, -3.359], [1.903, -7.001, -2.053], [3.074, -8.062, -0.595], [3.624, -9.924, -2.132], [2.750, -9.917, -4.449], [1.350, -8.033, -5.239], [0.808, -6.165, -3.706], [1.660, -6.186, -1.379]], "forces_ev_per_angstrom": [[-0.79, 0.80, -1.73], [-0.89, -1.23, -0.65], [0.46, -0.30, -0.92], [-0.21, 0.80, 0.42], [3.10, -1.12, -0.62], [1.83, 3.51, -2.75], [-2.59, 2.82, -0.52], [-3.07, 0.34, 0.89], [-1.96, -3.59, 2.85], [1.25, -2.28, 1.00], [0.34, -0.17, 0.60], [0.03, -0.90, 1.61], [1.35, -0.18, -0.69], [0.64, 0.94, -1.68], [1.30, 0.17, 1.35], [0.75, 1.43, -1.01], [-0.62, 1.61, -0.53], [-1.70, -0.12, 0.74], [-0.60, -1.57, 1.01], [1.46, -1.54, 0.15], [-0.04, 0.03, -0.08], [-0.04, 0.07, -0.03], [0.02, 0.11, 0.00], [0.04, -0.01, 0.20], [-0.06, -0.06, 0.00], [0.01, -0.12, -0.04], [-0.02, -0.01, -0.07], [-0.06, 0.06, -0.02], [-0.03, 0.54, 0.49], [0.02, 0.03, 0.06], [0.07, -0.06, 0.04], [0.01, -0.05, -0.06], [0.05, 0.06, 0.00], [-0.01, 0.04, 0.09], [0.00, -0.05, 0.09], [-0.01, -0.08, -0.04], [-0.01, -0.03, -0.07], [0.02, 0.10, -0.09], [0.01, 0.09, 0.04], [0.00, 0.03, 0.09], [0.00, -0.05, 0.07], [-0.01, -0.09, -0.01], [0.00, -0.03, -0.09], [0.02, 0.04, -0.08], [-0.03, 0.01, -0.09], [-0.05, 0.05, -0.01], [-0.02, 0.10, 0.05], [0.05, -0.03, 0.08], [0.00, -0.03, 0.04], [0.05, -0.09, -0.07], [-0.03, 0.00, -0.09], [-0.06, 0.07, -0.03], [-0.01, 0.07, 0.05], [0.02, 0.01, 0.08], [0.06, -0.08, 0.02], [0.02, -0.06, -0.05], [-0.08, -0.05, 0.03], [-0.01, -0.05, 0.06], [0.06, 0.01, 0.08], [0.06, 0.05, -0.01], [0.00, 0.04, -0.08], [-0.06, 0.02, -0.07], [-0.08, -0.05, 0.01], [-0.01, -0.05, 0.08], [0.06, 0.01, 0.07], [0.08, 0.02, -0.01], [0.03, 0.04, -0.08], [-0.06, 0.00, -0.06], [-0.03, 0.02, -0.07], [-0.05, 0.05, -0.02], [-0.02, 0.10, 0.05], [0.04, -0.02, 0.09], [0.04, -0.04, 0.06], [0.03, -0.09, -0.11], [-0.03, 0.00, -0.09], [-0.06, 0.07, -0.03], [-0.01, 0.07, 0.05], [0.03, 0.00, 0.09], [0.04, -0.07, 0.02], [0.02, -0.06, -0.03]], "mulliken_charge": [-0.31, 0.42, -0.73, -0.69, 0.48, -0.41, -0.37, -0.41, -0.33, -0.22, -0.06, 0.27, 0.37, 0.28, 0.33, 0.28, 0.27, 0.28, 0.31, 0.18, -0.58, -0.52, 0.35, -0.19, -0.71, -0.41, 0.46, 0.54, -0.19, 0.35, 0.37, 0.55, -0.19, -0.51, -0.35, -0.37, -0.47, -0.35, 0.44, 0.36, 0.35, 0.35, 0.36, 0.39, -0.36, -0.37, -0.38, -0.48, -0.28, -0.46, 0.36, 0.35, 0.36, 0.42, 0.48, 0.36, -0.30, -0.42, -0.36, -0.31, 0.04, -0.59, 0.36, 0.35, 0.36, 0.38, 0.13, 0.36, -0.47, -0.36, -0.34, -0.48, -0.25, -0.20, 0.35, 0.35, 0.35, 0.35, 0.34, 0.37], "lumo_ev": 0.015, "smiles": "ClBCCc1ccccc1.c1ccccc1.c1ccccc1.c1ccccc1.c1ccccc1.c1ccccc1", "homo_energy_ev": -8.8, "orbital_gap_ha": 0.323}

***

Record 3
{"formula": "C5H10O2", "method": "ωB97M-V/def2-TZVPD", "symbols": ["C", "O", "C", "C", "C", "C", "O", "H", "H", "H", "H", "H", "H", "H", "H", "H", "H"], "positions_angstrom": [[-1.304, -1.911, -1.330], [-0.201, -1.090, -1.024], [-0.508, -0.097, -0.096], [-0.581, -0.442, 1.393], [0.554, 0.294, 0.822], [1.793, 0.740, 0.905], [2.512, 1.213, -0.150], [-2.138, -1.330, -1.751], [-1.663, -2.445, -0.439], [-0.962, -2.636, -2.073], [-1.216, 0.655, -0.462], [-1.318, 0.082, 2.000], [-0.421, -1.484, 1.667], [0.219, 3.485, -0.190], [0.873, 3.134, -0.150], [2.360, 0.792, 1.830], [2.000, 1.038, -0.954]], "forces_ev_per_angstrom": [[-0.22, -0.19, -0.11], [0.09, 0.00, 0.02], [-0.03, 0.23, 0.00], [-0.06, -0.12, 0.20], [0.25, 0.07, -0.03], [-0.23, -0.08, 0.23], [-0.11, -0.07, -0.21], [0.13, -0.06, 0.06], [0.05, 0.08, -0.12], [-0.09, 0.09, 0.11], [0.13, -0.12, 0.06], [0.12, -0.07, -0.12], [0.00, 0.15, -0.06], [0.04, 0.00, -0.02], [-0.07, 0.08, 0.00], [-0.12, -0.02, -0.09], [0.14, 0.06, 0.09]], "mulliken_charge": [-0.72, -0.31, -0.18, -0.68, 0.29, -0.24, -0.52, 0.30, 0.28, 0.24, 0.36, 0.22, 0.24, 0.20, -0.19, 0.35, 0.35], "lumo_ev": 1.014, "smiles": "CO[C@H]1C/C1=C/O.[H][H]", "homo_energy_ev": -8.9, "relative_energy_kj_mol": 422.2, "orbital_gap_ha": 0.363}